Record 1
{
  "formula": "C6H9N",
  "method": "ωB97M-V/def2-TZVPD",
  "elements": ["N", "C", "C", "C", "C", "C", "C", "H", "H", "H", "H", "H", "H", "H", "H", "H"],
  "positions_angstrom": [[0.124444, 0.720763, -1.525952], [0.329542, -0.121999, -2.690718], [1.243488, -0.202034, -1.526685], [-0.651825, 0.240172, 0.738723], [-0.384474, 0.097185, 1.905124], [-0.073962, -0.046090, 3.328126], [-1.015462, 0.369754, -0.677045], [0.619368, 0.389480, -3.605421], [1.183033, -1.086635, -0.892657], [-0.784284, -0.720734, 3.817453], [-0.125672, 0.924977, 3.831647], [0.930844, -0.455830, 3.473898], [-1.770740, 1.157554, -0.786107], [-1.494133, -0.571052, -1.001389], [-0.355125, -0.960767, -2.828711], [2.224959, 0.265254, -1.560284]],
  "atomic_forces_ev_per_a": [[-0.06, 0.09, 0.09], [-0.07, -0.07, -0.27], [0.21, -0.11, 0.12], [0.07, -0.05, 0.51], [-0.11, 0.08, -0.49], [0.01, 0.01, 0.08], [-0.16, -0.07, 0.06], [-0.01, -0.09, 0.16], [-0.06, 0.13, -0.11], [0.09, 0.10, -0.10], [0.03, -0.16, -0.06], [-0.14, 0.08, -0.05], [0.12, -0.13, 0.00], [0.14, 0.10, 0.07], [0.10, 0.17, 0.00], [-0.17, -0.08, -0.01]],
  "total_charge": 0,
  "total_energy_ev": -7854.9502,
  "smiles": "CC#CCN1CC1",
  "relative_energy_kj_mol": 309.7,
  "spin_multiplicity": 1
}

Record 2
{
  "formula": "C6H9N",
  "method": "ωB97M-V/def2-TZVPD",
  "elements": ["N", "C", "C", "C", "C", "C", "C", "H", "H", "H", "H", "H", "H", "H", "H", "H"],
  "positions_angstrom": [[-1.416001, -0.389542, 0.470827], [-2.101378, 0.861148, 0.239101], [-2.742969, -0.434623, -0.101640], [3.492121, 0.307853, 0.009956], [0.892944, -0.018870, -0.107306], [-0.347404, -0.683426, -0.458314], [2.052899, 0.266374, -0.003129], [3.324111, -0.795418, 0.069157], [-0.572761, -0.373433, -1.494860], [-3.515562, -0.861653, 0.532108], [-0.194718, -1.767931, -0.469501], [-1.758211, 1.482622, -0.590675], [-2.830014, -0.669392, -1.162606], [4.017791, 0.540720, 0.933987], [3.960243, 0.857641, -0.858423], [-2.396849, 1.403430, 1.130244]],
  "atomic_forces_ev_per_a": [[-0.04, -0.10, 0.07], [-0.09, 0.32, -0.03], [-0.35, -0.09, -0.08], [-0.04, -0.65, -0.03], [0.41, -0.17, -0.07], [-0.13, -0.02, -0.21], [-1.19, 1.72, 0.24], [2.56, -0.11, -0.98], [-0.25, -0.08, 0.09], [0.08, 0.11, -0.10], [-0.02, 0.08, 0.00], [-0.05, -0.14, 0.16], [0.02, -0.01, 0.15], [-0.44, 0.43, 0.10], [-0.48, -1.28, 0.78], [0.01, -0.03, -0.09]],
  "total_charge": 0,
  "total_energy_ev": -7853.9164,
  "smiles": "CC#CCN1CC1",
  "relative_energy_kj_mol": 409.4,
  "spin_multiplicity": 1
}

Record 3
{
  "formula": "C6H9N",
  "method": "ωB97M-V/def2-TZVPD",
  "elements": ["N", "C", "C", "C", "C", "C", "C", "H", "H", "H", "H", "H", "H", "H", "H", "H"],
  "positions_angstrom": [[0.358786, 0.476328, -1.491061], [0.925575, -0.401803, -0.479665], [0.311409, -0.131878, 0.737822], [-0.889462, 0.852130, -0.943165], [2.122248, -1.311597, -0.723499], [-2.086343, 0.551148, 1.400295], [-0.847659, 0.563228, 0.455431], [0.974938, 0.900430, -2.192231], [0.526461, -0.530718, 1.801872], [1.932145, -2.331149, -0.448683], [-1.248881, 1.808010, -1.269971], [2.445563, -1.284207, -1.791199], [2.863798, -0.926991, -0.077335], [-3.055747, 0.843192, 0.917186], [-2.043263, 1.321111, 2.162596], [-2.289569, -0.397234, 1.941606]],
  "atomic_forces_ev_per_a": [[-0.03, -3.08, 2.87], [1.16, 1.80, -0.66], [0.72, -2.10, 0.75], [2.07, 1.84, 1.48], [-1.07, 1.21, -1.30], [-0.50, 0.83, -0.49], [-3.15, -0.06, -1.13], [-1.05, -0.40, 0.29], [-0.16, 0.31, -2.25], [-0.29, -0.50, 0.08], [-0.95, -0.02, -0.58], [-0.12, 0.03, 0.86], [1.35, 0.15, 0.48], [0.99, -0.51, -0.20], [0.53, 0.15, 0.40], [0.50, 0.36, -0.61]],
  "total_charge": 0,
  "total_energy_ev": -7856.3214,
  "smiles": "Cc1c[nH]c(C)c1",
  "relative_energy_kj_mol": 177.4,
  "spin_multiplicity": 1
}

Record 4
{
  "formula": "C6H9N",
  "method": "ωB97M-V/def2-TZVPD",
  "elements": ["N", "C", "C", "C", "C", "C", "C", "H", "H", "H", "H", "H", "H", "H", "H", "H"],
  "positions_angstrom": [[1.188200, 1.098922, -0.153891], [0.052698, -0.786565, 0.217184], [-0.064052, 0.565507, -0.008671], [-1.282372, 1.427285, -0.111024], [1.447790, -1.180772, 0.301195], [2.106384, 0.054634, -0.039231], [-1.096874, -1.734493, 0.423610], [3.163010, 0.283984, 0.066697], [-1.550328, -1.624654, 1.416867], [2.028812, -0.795462, -0.918019], [-2.166215, 0.812392, -0.297507], [1.385513, 2.046568, -0.436059], [-1.895167, -1.595254, -0.317024], [-1.451063, 1.981136, 0.819764], [-1.197715, 2.156355, -0.924546], [-0.732035, -2.761464, 0.339721]],
  "atomic_forces_ev_per_a": [[-0.09, -0.07, -0.02], [-0.02, 0.01, 0.00], [0.07, -0.04, 0.01], [-0.06, -0.01, -0.02], [-0.17, 0.29, -0.01], [0.17, 0.09, 0.13], [-0.05, -0.05, 0.01], [-0.19, -0.07, -0.02], [0.07, -0.01, -0.13], [0.02, -0.04, -0.13], [0.13, 0.08, 0.04], [-0.02, -0.14, 0.05], [0.13, 0.00, 0.10], [0.04, -0.08, -0.12], [0.01, -0.11, 0.11], [-0.06, 0.16, 0.01]],
  "total_charge": 0,
  "total_energy_ev": -7855.0130,
  "relative_energy_kj_mol": 303.6,
  "spin_multiplicity": 1
}

Record 5
{
  "formula": "C6H9N",
  "method": "ωB97M-V/def2-TZVPD",
  "elements": ["N", "C", "C", "C", "C", "C", "C", "H", "H", "H", "H", "H", "H", "H", "H", "H"],
  "positions_angstrom": [[-2.050806, -0.792549, -0.714798], [-1.661234, 0.593691, -0.979292], [1.817021, 0.433239, 1.709749], [2.019752, 0.762858, -0.815298], [0.402234, -0.754046, -0.176558], [1.496200, 0.229755, 0.252748], [-0.979184, -0.189952, 0.071170], [0.916806, 0.294936, 2.318775], [2.561895, -0.302330, 2.037281], [-2.914808, -0.828887, -0.181547], [-1.198903, 0.084125, 1.105144], [0.483882, -0.990755, -1.243865], [0.551626, -1.699446, 0.362507], [2.213628, 1.433428, 1.907291], [-1.157374, 0.754385, -1.931504], [-2.330355, 1.396446, -0.674875]],
  "atomic_forces_ev_per_a": [[-0.21, -0.15, 0.08], [0.05, 0.26, -0.11], [0.03, 0.05, 0.11], [-0.27, -0.29, 0.59], [-0.09, -0.09, -0.16], [0.26, 0.24, -0.41], [0.16, 0.07, 0.19], [0.15, 0.05, -0.11], [-0.17, 0.11, -0.06], [0.10, 0.00, -0.07], [0.01, -0.07, -0.20], [-0.03, 0.03, 0.12], [0.01, 0.17, -0.05], [-0.05, -0.19, -0.08], [-0.06, -0.04, 0.19], [0.11, -0.16, -0.03]],
  "total_charge": 0,
  "total_energy_ev": -7853.2364,
  "relative_energy_kj_mol": 475.0,
  "spin_multiplicity": 1
}

Record 6
{
  "formula": "C6H9N",
  "method": "ωB97M-V/def2-TZVPD",
  "elements": ["N", "C", "C", "C", "C", "C", "C", "H", "H", "H", "H", "H", "H", "H", "H", "H"],
  "positions_angstrom": [[-1.710545, -0.259434, -1.333134], [-0.339666, 1.258939, -0.015287], [-0.862981, -0.810361, 0.177976], [-1.608617, 0.397945, -0.063996], [0.698064, 0.733732, -0.930893], [1.699231, -0.781276, 0.978345], [0.506084, -0.160957, 0.238381], [-0.354803, 2.283796, 0.364398], [0.446194, 0.362660, -1.911652], [2.316123, -1.417470, 0.316139], [2.364225, 0.000566, 1.355964], [-2.659050, -0.637836, -1.476064], [-2.476924, 0.684712, 0.516876], [1.405681, -1.407674, 1.830858], [-1.108805, -1.707662, 0.754874], [1.623583, 1.302947, -0.859123]],
  "atomic_forces_ev_per_a": [[0.48, -1.03, 0.80], [0.50, -0.06, 0.86], [-0.55, -0.45, -1.17], [-0.09, 0.57, 0.49], [0.22, 0.00, -0.34], [-0.31, 0.32, 0.01], [-0.12, 0.37, -0.09], [0.42, -0.41, 0.14], [-0.02, 0.12, -0.22], [-0.45, 0.29, 0.03], [-0.10, -0.03, -0.01], [0.59, -0.35, 0.54], [-0.09, 0.19, -0.11], [-0.10, 0.25, -0.15], [-0.33, 0.32, -0.66], [-0.06, -0.09, -0.13]],
  "total_charge": 0,
  "total_energy_ev": -7853.3544,
  "smiles": "C[C@]12C[C@H]1[C@H]1N[C@H]12",
  "relative_energy_kj_mol": 463.6,
  "spin_multiplicity": 1
}

Record 7
{
  "formula": "C6H9N",
  "method": "ωB97M-V/def2-TZVPD",
  "elements": ["N", "C", "C", "C", "C", "C", "C", "H", "H", "H", "H", "H", "H", "H", "H", "H"],
  "positions_angstrom": [[0.769366, 1.250665, 0.387990], [-0.604226, 1.244372, 0.291228], [-1.049292, -0.000063, -0.066113], [2.641305, -0.394090, 0.443208], [0.098098, -0.824290, -0.127457], [1.323451, -0.028146, 0.165467], [-2.456987, -0.417567, -0.356790], [2.938943, -1.408083, 0.188398], [-2.577781, -0.734391, -1.403376], [-1.178077, 2.156558, 0.399771], [1.321250, 2.005232, 0.765149], [0.105256, -1.908540, -0.169438], [-2.760477, -1.265218, 0.274644], [-3.157572, 0.406300, -0.172538], [3.433004, 0.348161, 0.399049], [1.084693, -0.486357, -1.138559]],
  "atomic_forces_ev_per_a": [[0.63, 0.04, -0.55], [-0.44, -0.75, -0.36], [-0.59, 1.63, 0.39], [-0.58, 0.08, -0.50], [2.97, -0.79, -2.27], [0.58, 0.08, 2.28], [-0.14, -0.10, -0.02], [-0.09, 0.14, 0.15], [0.05, 0.09, 0.24], [0.13, -0.11, 0.03], [-0.15, -0.16, -0.09], [0.10, 0.20, 0.13], [0.06, 0.20, -0.14], [0.18, -0.18, -0.03], [-0.23, 0.02, 0.16], [-2.50, -0.36, 0.58]],
  "total_charge": 0,
  "total_energy_ev": -7854.4414,
  "relative_energy_kj_mol": 358.7,
  "spin_multiplicity": 1
}

Record 8
{
  "formula": "C6H9N",
  "method": "ωB97M-V/def2-TZVPD",
  "elements": ["N", "C", "C", "C", "C", "C", "C", "H", "H", "H", "H", "H", "H", "H", "H", "H"],
  "positions_angstrom": [[-0.080235, 1.088034, -0.202319], [0.839130, -1.195162, 0.212457], [0.850983, 0.293579, 0.682945], [-0.365468, -0.054835, 1.595350], [-1.133928, 0.314537, 0.380497], [0.111723, 1.061148, -1.641855], [-0.655273, -1.126457, 0.562704], [1.295999, -1.903512, 0.921015], [1.591844, 1.065145, 0.788940], [-0.754260, 1.527420, -2.126774], [-2.172566, 0.602500, 0.324444], [1.196337, -1.442707, -0.793287], [-0.568172, -0.009576, 2.657927], [-1.381442, -1.929072, 0.609731], [0.991534, 1.659846, -1.916715], [0.233795, 0.049111, -2.055059]],
  "atomic_forces_ev_per_a": [[-0.18, -0.26, -0.07], [-0.01, 0.15, -0.27], [-0.07, 0.78, -0.62], [-0.21, 0.22, 0.16], [-0.70, -0.03, -0.13], [-0.03, -0.06, -0.09], [-0.17, -0.33, 0.00], [0.10, 0.59, -0.10], [1.45, -0.90, 1.02], [0.11, -0.10, 0.12], [-0.17, -0.18, -0.15], [-0.20, 0.10, 0.02], [0.04, 0.12, -0.21], [0.24, -0.03, 0.19], [-0.15, -0.17, 0.16], [-0.06, 0.10, -0.02]],
  "total_charge": 0,
  "total_energy_ev": -7854.4350,
  "relative_energy_kj_mol": 359.4,
  "spin_multiplicity": 1
}

Record 9
{
  "formula": "C6H9N",
  "method": "ωB97M-V/def2-TZVPD",
  "elements": ["N", "C", "C", "C", "C", "C", "C", "H", "H", "H", "H", "H", "H", "H", "H", "H"],
  "positions_angstrom": [[1.039019, -2.041733, -1.672387], [-0.729800, 1.550821, 1.303408], [-0.336934, 0.624700, 0.639859], [1.011565, -1.134197, -0.534535], [0.559154, -2.527927, -0.375382], [0.016628, -0.016157, -0.629811], [-1.353015, 2.848495, 1.476996], [1.184874, -3.205399, 0.199731], [-0.507337, -2.740486, -0.334677], [1.957347, -0.862970, -0.066134], [0.395059, 0.767962, -1.304821], [-2.451421, 2.779478, 1.575945], [1.984872, -2.364767, -1.849628], [-0.901846, 3.119154, 0.496636], [-0.963483, 3.592349, 2.166905], [-0.904682, -0.389323, -1.092106]],
  "atomic_forces_ev_per_a": [[0.21, -0.09, -0.19], [0.18, -1.20, 0.36], [-0.14, 0.56, 0.07], [0.10, 0.06, 0.16], [-0.09, -0.21, 0.22], [-0.02, -0.17, -0.13], [0.43, 0.30, -0.59], [-0.07, 0.06, -0.12], [0.18, 0.04, 0.00], [-0.10, -0.09, -0.09], [0.00, -0.18, 0.14], [0.60, 0.24, -0.49], [-0.10, -0.01, 0.01], [-1.50, 1.27, 0.14], [0.18, -0.48, 0.47], [0.15, -0.09, 0.03]],
  "total_charge": 0,
  "total_energy_ev": -7854.2766,
  "smiles": "CC#CC[C@H]1CN1",
  "relative_energy_kj_mol": 374.7,
  "spin_multiplicity": 1
}

Record 10
{
  "formula": "C6H9N",
  "method": "ωB97M-V/def2-TZVPD",
  "elements": ["N", "C", "C", "C", "C", "C", "C", "H", "H", "H", "H", "H", "H", "H", "H", "H"],
  "positions_angstrom": [[0.000101, -0.714190, 0.986009], [-1.482967, 0.987697, -2.257182], [1.010778, -1.576439, 1.570358], [-0.308833, 1.563280, 0.015126], [0.264656, 0.721416, 1.079591], [0.873321, -1.454819, 0.098038], [-1.106602, 1.242099, -0.954619], [-2.525096, 0.995102, -2.558617], [0.404829, -2.246128, -0.482401], [0.647874, -2.457711, 2.094083], [-1.797027, 2.140376, -1.300571], [1.350519, 0.936854, 1.106503], [1.655588, -0.902851, -0.425735], [-0.129949, 1.075409, 2.040945], [1.885925, -1.107527, 2.023286], [-0.743118, 0.797431, -3.034815]],
  "atomic_forces_ev_per_a": [[-0.12, 0.09, 0.00], [-0.04, -0.09, -0.08], [0.14, -0.12, 0.21], [-0.22, -0.25, -0.19], [0.07, 0.10, 0.09], [0.10, -0.08, -0.26], [0.33, -0.06, 0.24], [0.11, -0.04, 0.14], [0.07, 0.13, 0.10], [0.03, 0.15, -0.12], [-0.05, 0.16, -0.17], [-0.12, -0.05, 0.01], [-0.13, -0.05, 0.08], [0.08, -0.01, -0.10], [-0.16, -0.02, -0.07], [-0.09, 0.15, 0.11]],
  "total_charge": 0,
  "total_energy_ev": -7851.3405,
  "relative_energy_kj_mol": 657.9,
  "spin_multiplicity": 1
}

Record-wise max |F| values, in eV/Å: 0.52; 2.74; 4.21; 0.34; 0.71; 1.39; 3.82; 1.99; 1.97; 0.41
Record-wise highest occupied orbital energy values, in eV: -9.05; -9.06; -7.62; -8.08; -9.67; -7.97; -6.31; -8.38; -9.11; -7.85
Record-wise frontier orbital gap values, in eV: 10.12; 10.11; 8.65; 8.88; 9.73; 9.07; 7.13; 9.54; 10.17; 8.24